Molecular formula: C66H152N10NiO24
Method: DFT, ωB97M-V/def2-TZVPD

Properties
HOMO level (spin up / spin down) (eV): -7.5497 / -6.3228
2S+1: 3
Strongest force on any atom (eV/Å): 6.82
Energy relative to the best compared isomer or geometry (same formula, charge and spin) (kcal/mol): 0.0
LUMO (spin up / spin down) (eV): -3.1123 / -3.0721
Electronic energy (hartree): -6466.5283

Geometry (Å):
H  11.85032  25.21228  -10.45675
H  -2.68272  27.15103  -3.88776
H  6.93468  25.71404  -13.13757
C  -2.71036  19.79366  -1.74343
H  0.07718  18.96333  -0.93045
H  -4.27153  7.38432  -18.89752
H  -2.42110  23.03145  -7.77270
O  2.47333  20.88836  -9.28628
H  10.17496  26.75353  -10.41615
H  5.78835  10.04811  -7.08507
H  5.61067  12.95163  -14.87063
H  -2.01523  8.65323  -6.33697
N  13.29311  12.86512  0.77492
H  1.95858  18.18499  -16.54518
H  -1.12524  13.30019  -20.14360
O  2.07006  10.13206  -13.54036
H  -0.40805  18.51365  -3.73041
O  7.56980  36.94645  -6.70760
H  7.81387  26.40467  -17.38561
O  11.77620  26.82481  -11.77109
C  6.67517  34.78344  -6.20080
H  5.99725  33.60595  -3.84532
H  -5.22906  22.33890  0.19146
H  11.21440  17.37808  -12.76240
C  -3.95665  7.74527  -17.91841
H  1.89309  12.32870  -6.15246
C  -5.98081  10.18590  -15.86612
H  -1.44619  15.76579  -18.91266
H  -4.04151  9.73145  -16.40550
H  6.27537  18.18711  -8.66781
H  -2.06204  20.64147  -1.52211
C  1.49914  11.31245  -6.16410
C  12.13792  14.21746  -3.00129
H  6.53531  27.31700  -16.76287
H  -0.41925  12.06825  -6.25880
O  12.77332  17.11140  -14.19817
H  12.97011  18.04637  -19.81723
H  13.87479  9.27073  5.20202
C  -4.51727  22.32904  -12.15989
H  8.82473  25.96848  -15.40816
H  -2.66384  19.15461  -0.86164
H  13.58503  12.53453  3.45678
C  -4.43403  13.15585  -14.29014
H  -4.20700  20.92761  -2.92957
H  6.42653  9.20929  -9.21938
O  6.00004  31.64739  -5.84151
Ni  3.55762  11.88686  -10.48664
H  6.01582  29.60105  -5.46017
H  8.00079  31.80377  -5.35450
C  13.50012  10.23882  4.86956
H  -4.84244  23.32456  -12.46200
C  -4.16953  20.24217  -2.08290
H  -5.35885  13.46352  -13.80211
H  0.68284  13.02576  -21.65163
N  10.79273  18.62020  -15.81983
C  -0.39336  15.51801  -18.77765
C  2.34948  18.61989  -9.44700
O  -0.40871  9.90961  -6.18653
H  10.30742  20.30674  -18.64815
H  -4.21749  23.91386  -10.07756
C  0.06808  11.17685  -6.65378
C  1.68573  10.61695  -14.80097
H  -1.17883  7.22015  -18.24660
O  -2.78857  8.56158  -18.17721
C  2.91628  11.08731  -15.60359
H  9.94639  18.89926  -13.99893
H  -1.78801  9.79915  -7.68503
H  12.25761  11.49146  2.93497
H  4.72702  8.62440  -6.92810
H  7.67917  27.12789  -14.76197
H  4.39367  13.31134  -17.10671
O  5.36253  20.60958  -8.36648
O  -4.76995  21.96735  -10.82134
O  1.55787  16.28643  -17.43039
C  -4.49268  21.94928  -0.51142
C  10.42572  27.16223  -11.39502
O  2.44407  16.23228  -9.80443
H  -3.72156  12.87843  -13.51328
H  11.44412  11.85898  0.11256
C  0.94532  9.41946  -12.97181
H  8.30023  34.83661  -4.79464
C  -5.60861  11.20044  -14.73139
H  -0.30754  20.00903  -2.89818
H  -2.48332  10.30428  -6.14361
H  13.87576  10.98794  5.56656
C  3.08084  19.75787  -9.12634
C  7.42638  35.59119  -7.24487
C  12.08368  25.41925  -11.50117
H  -2.05507  7.47904  -19.78313
C  6.82650  26.28175  -16.94054
H  11.69260  18.32124  -16.16761
C  11.83968  12.80958  0.47034
H  2.03537  9.64681  -6.81546
H  -0.90534  12.78331  -22.37142
N  7.54660  34.24690  -5.11769
H  7.01776  30.04197  -6.73124
H  2.64781  11.41809  -16.60689
O  12.49487  13.60049  -1.78230
C  7.01300  31.89600  -4.90300
C  -2.15590  26.34503  -4.39857
H  4.42106  10.36704  -19.44152
H  5.68894  11.27821  -15.36032
N  -2.17939  19.02476  -2.84100
H  10.46369  28.24291  -11.25798
H  -6.85602  9.64934  -15.49978
H  11.53611  19.64287  -14.00397
H  -6.32992  10.74687  -16.73303
C  0.45487  16.65542  -18.27165
C  -1.71639  7.94509  -18.85781
H  -0.30401  14.77548  -17.98470
H  -6.58365  11.63882  -14.51875
C  2.96848  17.30926  -9.56445
C  7.86993  25.34028  -13.55436
H  -4.56684  24.51545  -6.65588
H  9.98746  27.28417  -13.42426
C  -0.15326  18.18022  -1.65277
H  -0.94301  8.67103  -19.10881
C  6.04325  30.28551  -6.30804
H  0.21562  10.17120  -12.67098
H  3.50530  10.19726  -15.82482
H  8.51793  27.41430  -12.40298
H  6.85195  31.20784  -4.07319
H  13.11056  25.21346  -11.80325
H  9.83067  18.72784  -18.19248
H  -6.02923  7.89828  -17.17749
N  9.02757  25.50128  -12.64482
O  -3.00063  25.72207  -5.33184
H  1.81249  13.68170  -23.58276
C  2.12955  18.48000  -2.26547
H  -5.38075  22.62337  -8.30454
H  11.33045  13.13246  1.37837
H  11.85209  15.24577  -2.77997
H  6.87811  35.61927  -8.18652
H  9.28344  37.45419  -7.66040
H  6.00159  25.94580  -17.56884
H  2.82239  17.84245  -18.07349
H  9.47415  20.07030  -16.41767
H  -0.85882  17.45570  -1.24613
C  4.51653  17.22484  -9.28263
N  3.69645  12.05018  -14.86209
H  14.74431  17.59059  -13.80245
C  5.37790  9.03612  -9.46123
C  -1.72642  9.66965  -6.60452
H  -4.98229  21.68246  -12.90405
H  1.88336  19.32606  -2.90709
H  0.36447  13.24847  -24.46257
C  -2.41302  24.83757  -6.23868
H  11.51419  24.72206  -12.11575
N  0.17701  14.96514  -20.02965
O  6.81524  25.56550  -15.67964
O  1.05966  17.53076  -2.00551
C  6.96984  33.24743  -4.18238
O  13.92241  10.43333  3.51872
H  6.24955  33.87649  -6.63020
H  5.20154  29.96317  -6.92100
C  5.23699  18.38823  -8.88624
H  5.45588  11.82636  -19.45541
H  -1.90684  25.56017  -3.68438
H  2.51887  18.80287  -1.29992
H  7.83903  38.02308  -8.58676
H  3.25382  17.11339  -16.47301
H  -1.90719  24.01698  -5.72987
H  -5.40382  9.26790  -18.05999
H  -3.58149  21.85300  0.07898
H  14.86133  11.84070  1.62311
C  4.56602  11.36482  -19.02735
H  3.79183  12.03801  -19.39551
O  0.09646  14.55210  -22.91524
H  1.06160  11.49679  -14.64461
H  5.82684  35.32557  -5.78302
H  -2.35614  19.53760  -3.69297
H  -4.12017  21.39249  -8.37636
C  11.45870  17.41578  -13.82400
C  2.44874  17.41618  -17.14249
C  10.61521  19.46607  -18.02634
O  -4.96655  20.73102  -1.01635
H  -3.99213  13.99488  -14.82758
N  -4.85184  9.23250  -16.06708
C  -3.59513  24.42571  -7.14149
C  -0.22848  13.53494  -21.96521
H  13.67475  17.87733  -12.43315
H  5.10631  9.15300  -10.51036
H  1.53215  11.04577  -5.10775
C  3.78944  10.55313  -6.41878
O  11.91939  18.98227  -18.38271
H  8.39224  35.14544  -7.48258
H  1.07533  14.86762  -24.64899
C  9.46360  26.89316  -12.55204
H  0.32929  15.83089  -20.52705
H  3.29846  12.92927  -15.16029
H  11.20388  20.68159  -16.23156
H  11.65978  14.85608  -0.41463
H  1.09594  9.87166  -15.33464
H  10.85806  16.62174  -14.26765
C  -0.87173  14.13644  -20.79518
H  4.17934  11.55872  -6.26108
C  4.60361  19.58763  -8.79203
C  5.09021  12.49938  -16.89782
C  -4.08066  22.84570  -9.90904
H  -1.87638  14.54593  -20.90045
C  12.02257  18.57559  -19.71634
C  10.53854  19.88271  -16.55900
H  5.23722  7.96494  -9.31674
C  4.77789  9.66855  -7.23675
C  -0.73977  19.01151  -2.81926
H  11.22580  13.80568  -3.43325
H  8.34323  38.78052  -7.06972
H  7.56600  24.30091  -13.67853
H  -4.32088  22.73374  -1.24844
H  1.28007  8.83002  -12.11823
H  10.56647  13.60408  -0.96558
O  -4.67771  12.16897  -15.20889
C  -5.14641  8.52466  -17.30539
N  2.44590  10.54111  -7.04310
H  13.02903  14.13008  -3.62290
C  5.07430  12.17652  -15.41800
C  0.85818  14.06816  -23.94059
H  12.06946  19.38104  -20.44926
H  3.60255  10.20279  -5.40367
C  7.87117  26.06242  -14.88855
C  13.78381  11.70369  1.53216
O  5.03429  16.11404  -9.50084
H  -0.02857  11.28161  -7.73443
H  0.72603  17.34483  -19.07122
H  13.62235  10.83736  0.89069
C  -4.31181  22.46328  -8.44540
H  6.07283  12.94052  -17.06493
C  13.34146  11.60699  2.93865
H  0.41258  8.73838  -13.63545
H  7.46529  33.09941  -3.22284
N  -3.37422  23.04324  -7.43875
H  13.65580  18.91231  -13.86468
H  11.22116  17.88655  -19.98294
H  -1.73072  25.38224  -6.89128
C  10.95846  18.80406  -14.39232
C  8.26278  37.83208  -7.60083
C  11.60457  13.80597  -0.70158
H  -3.64587  6.88794  -17.32133
O  4.81032  11.25982  -17.55452
O  4.51510  9.78941  -8.65756
H  8.85336  25.12524  -11.72377
H  12.42114  10.15230  4.99768
H  -3.56621  24.99294  -8.07182
H  -3.43321  22.24910  -12.24073
H  -4.71857  19.38479  -2.47221
H  13.82652  12.87000  -0.08273
H  -1.21330  26.66650  -4.84160
H  -0.22055  17.19238  -17.60564
C  13.73178  17.88049  -13.52164
H  1.29624  18.69821  -9.67275
H  2.99125  18.07303  -2.79457
H  -5.13255  10.82852  -13.82412
H  -3.00778  22.72076  -10.05539